ORCA calculation (wB97M-V/def2-TZVPD) on a structure of composition C43H73BBr22FNO7PS.

Calculated values
Net charge ... +1
HOMO-LUMO gap ... 6.13 eV
Lowest unoccupied orbital energy ... -4.095 eV
HOMO energy ... -10.2 eV

Geometry as XYZ:
```
150
C43H73BBr22FNO7PS (wB97M-V/def2-TZVPD)
Br 0.00 -5.62 -0.74
Br 6.23 -1.52 -5.25
Br 2.92 -2.16 -8.95
Br -7.41 -1.67 -3.12
Br -1.65 3.43 9.06
Br -1.77 -5.23 -4.40
Br 2.70 6.38 1.38
Br 0.23 1.05 -5.55
Br 0.92 -2.41 -4.44
Br -10.70 -3.18 -2.43
Br -4.25 -3.84 -2.09
Br 3.73 0.63 -3.62
Br 4.83 0.99 -9.31
Br -3.71 1.74 -5.99
Br 5.83 7.82 2.67
Br -0.81 5.92 -3.61
Br -6.23 3.20 -3.72
Br 0.35 0.55 10.18
Br 3.86 -4.59 4.48
Br 3.23 -4.04 -1.41
Br 0.94 -4.71 2.20
Br 1.78 7.89 -1.99
S -2.05 3.91 3.15
P 0.85 -0.83 0.08
F -1.05 4.42 4.19
O 0.80 -1.16 3.68
O -1.93 0.15 -1.63
O 2.53 -0.24 2.59
O -1.31 2.42 -1.87
O 5.69 -1.51 2.27
O -2.16 4.88 2.11
O -3.23 3.41 3.76
N -1.44 2.39 1.16
C -8.97 -3.55 -1.63
C 1.60 -6.37 -1.57
C -3.45 -2.09 5.27
C 3.07 7.19 3.11
C 2.91 -0.85 -10.39
C -4.42 -5.30 -3.38
C -1.99 0.32 5.43
C 0.41 -0.58 -6.59
C 0.90 2.38 9.81
C 1.38 -0.27 -1.57
C 4.29 -0.31 -10.65
C -0.12 5.78 -1.80
C -1.16 2.52 2.47
C 4.75 0.49 3.11
C 2.85 -5.87 -0.89
C 0.00 0.52 0.98
C -8.17 -2.30 -1.44
C -2.73 -0.01 4.29
C -2.25 2.52 -2.98
C -6.38 1.69 -4.94
C -0.20 -1.77 -5.90
C -0.21 -2.31 -0.04
C 1.25 -0.34 2.94
C -2.00 -0.59 6.48
C -3.18 -6.14 -3.42
C -2.73 -1.77 6.41
C -0.92 1.41 0.40
C -0.13 3.38 10.27
C 0.28 0.67 2.33
C 4.83 -0.43 -6.04
C -1.19 1.59 5.59
C -3.45 -1.19 4.21
C 2.05 -3.91 4.72
C 3.28 0.76 3.31
C 1.02 -4.84 4.15
C 0.16 7.14 -1.22
C -0.32 1.66 3.14
C -0.01 1.74 4.61
C 5.77 -2.92 2.31
C 4.67 0.87 -5.31
C 5.12 -0.95 3.44
C -5.12 0.87 -4.96
C 3.99 8.37 2.97
B -1.41 1.31 -1.12
H -2.02 1.83 -3.78
H 5.87 -0.98 4.23
H -1.17 -1.55 -5.47
H -2.79 0.66 3.45
H 0.33 7.09 -0.15
H -5.27 -5.88 -3.03
H 3.03 1.77 2.98
H -3.36 -7.07 -3.96
H -7.21 1.10 -4.57
H 3.93 -1.03 -6.03
H 5.28 1.15 3.79
H -9.19 -4.01 -0.67
H 4.01 8.95 3.90
H -7.31 -2.49 -0.80
H -0.29 -2.60 -6.59
H 1.92 -3.82 5.80
H 5.07 0.72 2.09
H -0.52 3.16 11.25
H 2.13 -0.99 -1.89
H -0.64 7.85 -1.42
H -4.66 -4.85 -4.33
H 0.02 -4.55 4.49
H -5.29 -0.08 -5.46
H -4.04 -3.00 5.19
H -8.75 -1.48 -1.04
H -3.26 2.40 -2.60
H -1.45 -0.39 7.39
H -0.06 -2.88 0.87
H -2.78 -6.37 -2.43
H 2.54 -1.39 -11.26
H -4.72 0.70 -3.97
H -2.46 -0.34 -0.99
H 0.29 4.38 10.26
H 5.04 -1.08 -10.66
H 2.78 -5.89 0.20
H 4.05 1.56 -5.89
H -2.75 -2.46 7.25
H -2.15 3.51 -3.40
H 1.20 -5.88 4.39
H 1.50 -7.45 -1.47
H 0.58 -0.29 -2.30
H 2.02 -2.93 4.26
H -4.03 -1.41 3.32
H 3.03 0.67 4.37
H -0.88 5.25 -1.23
H 0.54 2.65 4.85
H 4.22 -1.51 3.73
H 5.14 -0.25 -7.07
H 3.71 -6.46 -1.20
H 0.19 -2.92 -0.84
H -8.48 -4.27 -2.27
H 1.47 -0.71 -6.79
H 0.65 0.91 4.84
H -0.11 -0.38 -7.53
H 2.20 -0.08 -10.11
H -2.07 3.06 0.73
H 2.11 7.50 3.50
H 3.72 9.02 2.15
H 5.62 1.35 -5.08
H 1.80 0.73 -1.55
H -1.28 -2.13 -0.15
H 5.04 -3.36 1.63
H 1.83 2.52 10.35
H 6.76 -3.24 1.98
H 4.31 0.23 -11.59
H -6.63 2.10 -5.92
H 5.59 -3.33 3.30
H 3.49 6.41 3.74
H 1.09 2.44 8.74
H 1.56 -6.10 -2.62
H -0.75 1.55 6.58
H -1.86 2.45 5.61
H 0.78 5.16 -1.85
```